No. 1
{
  "formula": "C4H10N3O",
  "method": "ωB97M-V/def2-TZVPD",
  "species": ["C", "C", "C", "C", "N", "N", "N", "O", "H", "H", "H", "H", "H", "H", "H", "H", "H", "H"],
  "positions_angstrom": [[-0.11216, 0.33283, 2.59619], [0.32768, 0.95004, -0.90333], [0.33455, 1.39809, 0.63201], [0.05832, -0.89448, -2.37197], [0.36614, -1.32774, -0.12049], [-0.50165, -0.82771, 3.14863], [-0.18855, -0.45946, -0.98791], [-0.29858, 0.32564, 1.37772], [-0.40403, 1.54721, -1.50450], [1.30915, 0.95905, -1.22099], [1.33627, 1.66060, 0.94328], [-0.40932, 2.17434, 0.83117], [1.02841, -1.38725, -2.38113], [-0.68354, -1.64700, -2.90513], [0.14341, -0.00156, -3.00835], [-0.46906, -0.92982, 4.15327], [-0.64854, -1.64579, 2.56018], [-1.18852, -0.22699, -0.83863]],
  "e_lumo_ev": [-6.155, -6.357],
  "homo_ev": [-12.42, -12.21],
  "homo_lumo_gap_ev": [6.3, 5.9],
  "total_charge": 1,
  "relative_energy_ev": 7.854
}

No. 2
{
  "formula": "C58H49BrN3NiO2P2",
  "method": "ωB97M-V/def2-TZVPD",
  "species": ["Ni", "C", "C", "C", "C", "C", "C", "C", "C", "N", "C", "O", "C", "C", "C", "C", "C", "N", "C", "O", "N", "C", "C", "C", "C", "C", "C", "C", "C", "H", "H", "H", "H", "H", "H", "H", "H", "H", "H", "H", "H", "H", "H", "H", "H", "H", "H", "H", "H", "H", "Br", "C", "C", "C", "C", "C", "C", "C", "C", "C", "C", "H", "H", "H", "H", "H", "H", "C", "P", "C", "C", "C", "C", "C", "C", "C", "C", "C", "C", "C", "C", "P", "C", "C", "C", "C", "C", "C", "C", "C", "C", "C", "C", "C", "H", "H", "H", "H", "H", "H", "H", "H", "H", "H", "H", "H", "H", "H", "H", "H", "H", "H", "H", "H", "H", "H"],
  "positions_angstrom": [[-0.38614, -3.26024, 0.20421], [-2.65010, -3.99200, -2.71824], [-3.65892, -3.61811, -1.66678], [-4.89279, -3.09014, -2.02521], [-5.82654, -2.74817, -1.05632], [-5.53074, -2.96321, 0.27954], [-4.30874, -3.50698, 0.66686], [-4.03834, -3.80360, 2.11617], [-3.36098, -3.80317, -0.31271], [-2.07006, -4.28120, 0.03746], [-1.94881, -5.61220, 0.19168], [-2.81888, -6.48598, 0.17287], [-0.49389, -6.01214, 0.33988], [-0.00576, -7.28789, 0.53655], [1.37760, -7.46078, 0.57440], [2.22970, -6.37142, 0.40907], [1.65731, -5.12662, 0.22647], [0.33831, -4.99045, 0.19924], [2.39560, -3.82374, -0.00052], [3.62525, -3.85537, -0.12591], [1.54630, -2.78295, -0.06737], [2.12010, -1.52305, -0.37666], [1.80280, -0.98249, -1.57505], [1.03746, -1.76974, -2.60235], [2.29006, 0.36613, -1.99887], [4.51964, 0.49503, -0.83914], [4.07745, -0.03938, 0.32193], [3.00736, -0.93564, 0.59318], [2.94581, -1.44949, 2.00349], [-2.86444, -3.48461, -3.66006], [-2.66290, -5.07089, -2.89813], [-1.64011, -3.73533, -2.39779], [-5.12133, -2.94471, -3.07618], [-6.77395, -2.30637, -1.34212], [-6.26155, -2.71775, 1.04346], [-4.50843, -3.05971, 2.76258], [-2.97049, -3.82523, 2.32267], [-4.43636, -4.78909, 2.37408], [-0.70816, -8.10220, 0.64644], [1.79209, -8.44967, 0.72686], [3.30766, -6.45052, 0.41427], [1.72061, -2.38991, -3.19822], [0.50067, -1.11114, -3.29007], [0.33178, -2.45102, -2.13411], [1.88492, 0.53711, -3.00514], [5.41247, 1.10936, -0.81514], [4.66255, 0.21835, 1.20119], [3.33596, -0.70032, 2.69530], [3.55540, -2.35579, 2.10058], [1.92751, -1.69903, 2.29718], [-0.26229, -3.00652, 2.91637], [-1.43166, -1.51475, 2.76269], [-1.90042, -0.99247, 3.93028], [-2.79737, 0.09637, 3.88806], [-3.17588, 0.61310, 2.68583], [-2.67859, 0.08397, 1.46716], [-3.07510, 0.64819, 0.22996], [-2.56866, 0.14776, -0.93174], [-1.66254, -0.93418, -0.91067], [-1.25661, -1.55821, 0.24292], [-1.77369, -1.01929, 1.46935], [-1.58779, -1.41263, 4.87610], [-3.18130, 0.50790, 4.81346], [-3.86323, 1.45080, 2.63914], [-3.77688, 1.47499, 0.22745], [-2.87380, 0.57179, -1.88316], [-1.29455, -1.28771, -1.86761], [-1.01028, 2.28773, -0.55929], [0.33806, 1.08902, -0.08847], [0.71867, 1.66525, 1.61761], [1.93901, 2.17119, 2.06303], [2.15982, 2.39782, 3.41788], [1.17396, 2.11131, 4.35096], [-0.04881, 1.60871, 3.91910], [-0.26995, 1.39036, 2.56886], [1.80117, 1.49284, -1.13658], [3.84540, 0.33182, -2.17026], [4.33658, 1.33960, -3.15952], [4.08244, 2.66593, -3.07021], [3.27094, 3.31363, -2.08729], [2.30506, 2.76281, -1.21667], [-1.13660, 4.11661, -0.75943], [-0.15056, 4.84284, 0.61531], [-0.73549, 4.75628, 1.88208], [-0.10417, 5.27624, 3.00153], [1.11563, 5.92711, 2.87111], [1.69299, 6.05093, 1.61602], [1.06648, 5.51115, 0.49913], [-0.18230, 4.50648, -2.27269], [0.07936, 5.84582, -2.57347], [0.64091, 6.21137, -3.78820], [0.92773, 5.24514, -4.74357], [0.64785, 3.91450, -4.47060], [0.09803, 3.55052, -3.24947], [-1.79357, 2.05589, 0.17227], [-1.42784, 1.88692, -1.48911], [2.73040, 2.38061, 1.35432], [3.11497, 2.79450, 3.74173], [1.35779, 2.26905, 5.40690], [-0.82781, 1.37312, 4.63401], [-1.22602, 0.97661, 2.24784], [4.08037, -0.66329, -2.56364], [4.96474, 0.98690, -3.97140], [4.56488, 3.31811, -3.79187], [3.36609, 4.39430, -2.04602], [1.84767, 3.47694, -0.54881], [-1.69600, 4.26246, 1.99012], [-0.56391, 5.17121, 3.97660], [1.61214, 6.33493, 3.74303], [2.64217, 6.56108, 1.50321], [1.54121, 5.60816, -0.46856], [-0.16564, 6.61451, -1.84851], [0.84212, 7.25562, -3.99466], [1.35760, 5.52857, -5.69614], [0.86184, 3.15166, -5.20923], [-0.08868, 2.50351, -3.05015]],
  "e_lumo_ev": [0.837, 0.837],
  "homo_ev": [-3.68, -3.68],
  "homo_lumo_gap_ev": [4.5, 4.5],
  "total_charge": -1
}

Q: What is the formula in the first record?
A: C4H10N3O